ORCA calculation (ωB97M-V/def2-TZVPD) on a structure of composition C32H41IrN2O3Sb2Te in a non-equilibrium geometry.

## Properties
Kohn-Sham gap (spin up / spin down) = 3.200 / 3.326 eV
E = -66166.1148 eV
net charge = +1
<S²> = 0.761
2S+1 = 2

CARTESIAN COORDINATES (ANGSTROEM)
Ir (1.058, 0.955, 1.103)
C (-0.462, -4.204, 1.457)
Sb (-0.042, -2.785, -0.153)
C (-2.092, -2.162, -0.511)
C (-0.378, -4.736, -1.825)
C (-0.836, -4.268, -3.075)
C (-2.222, -4.264, -3.351)
C (-2.721, -3.915, -4.580)
C (-1.848, -3.555, -5.611)
C (-0.493, -3.514, -5.371)
C (0.052, -3.821, -4.113)
C (1.443, -3.632, -3.887)
Sb (1.832, -1.332, -3.199)
C (1.408, -0.558, -5.182)
C (3.946, -1.728, -3.550)
H (-1.497, -4.527, 1.422)
H (-0.271, -3.731, 2.413)
H (0.191, -5.065, 1.359)
H (-2.758, -2.648, 0.196)
H (-2.367, -2.432, -1.523)
H (-2.156, -1.085, -0.404)
H (-1.102, -5.254, -1.215)
H (0.610, -5.161, -1.765)
H (-2.897, -4.591, -2.572)
H (-3.786, -3.930, -4.760)
H (-2.240, -3.304, -6.584)
H (0.181, -3.245, -6.170)
H (2.065, -3.636, -4.771)
H (1.889, -4.147, -3.050)
H (2.062, -1.039, -5.903)
H (1.589, 0.510, -5.183)
H (0.370, -0.754, -5.434)
H (4.104, -1.862, -4.615)
H (4.247, -2.627, -3.020)
H (4.535, -0.887, -3.205)
N (2.826, 2.549, 1.125)
C (3.610, 2.613, -0.118)
C (2.696, 2.797, -1.331)
C (2.153, 1.444, -1.793)
O (2.651, 0.960, -2.820)
O (1.248, 0.879, -1.131)
H (2.431, 3.474, 1.288)
H (3.450, 2.351, 1.904)
H (4.168, 1.679, -0.212)
H (4.330, 3.442, -0.080)
H (3.261, 3.238, -2.153)
H (1.853, 3.443, -1.077)
Te (-1.160, 1.869, 2.296)
C (-0.637, 3.111, 3.955)
C (0.623, 3.662, 4.132)
C (0.886, 4.452, 5.239)
C (-0.100, 4.673, 6.185)
C (-1.356, 4.113, 6.015)
C (-1.626, 3.337, 4.901)
C (-1.429, 3.460, 0.889)
C (-0.567, 4.544, 0.840)
C (-0.728, 5.517, -0.130)
C (-1.747, 5.403, -1.061)
C (-2.610, 4.321, -1.015)
C (-2.457, 3.352, -0.038)
H (1.408, 3.448, 3.417)
H (1.866, 4.887, 5.374)
H (0.110, 5.272, 7.058)
H (-2.124, 4.278, 6.754)
H (-2.602, 2.890, 4.775)
H (0.211, 4.638, 1.584)
H (-0.062, 6.367, -0.161)
H (-1.876, 6.163, -1.815)
H (-3.412, 4.240, -1.734)
H (-3.143, 2.517, 0.009)
O (0.081, -1.067, 1.561)
N (-0.535, -1.129, 2.805)
C (0.214, -1.686, 3.837)
C (-0.379, -2.340, 4.871)
C (-1.772, -2.502, 4.920)
C (-2.518, -1.994, 3.847)
C (-1.907, -1.357, 2.812)
H (1.278, -1.543, 3.737)
H (0.240, -2.746, 5.654)
H (-2.244, -3.003, 5.744)
H (-3.589, -2.116, 3.823)
H (-2.429, -0.971, 1.952)

Forces on atoms 1 to 6 (eV/Å):
0.05 -0.15 -0.38
-0.03 0.44 -0.21
-0.27 -2.13 -1.82
0.54 -0.05 0.27
0.79 1.27 2.37
-0.55 0.63 -2.00

***

ORCA calculation (ωB97M-V/def2-TZVPD) on a structure of composition C32H41N5RuS in a non-equilibrium geometry.

## Properties
Kohn-Sham gap (spin up / spin down) = 3.877 / 5.723 eV
E = -54708.9742 eV
net charge = -1
<S²> = 8.792
2S+1 = 6

CARTESIAN COORDINATES (ANGSTROEM)
Ru (-0.318, 0.358, 0.383)
N (-0.275, 4.621, -0.136)
N (-3.163, -0.533, -1.258)
C (1.239, -0.787, 1.844)
C (0.347, 0.151, 2.518)
C (0.940, 1.455, 2.352)
C (0.340, 2.723, 2.785)
H (-0.573, 2.569, 3.365)
H (-0.088, 3.259, 1.732)
H (1.023, 3.444, 3.242)
C (2.095, 1.345, 1.531)
C (2.975, 2.457, 1.080)
H (3.882, 2.491, 1.703)
H (2.491, 3.438, 1.153)
H (3.311, 2.317, 0.040)
C (2.282, -0.026, 1.219)
C (3.400, -0.571, 0.411)
H (3.484, -0.050, -0.554)
H (3.261, -1.639, 0.212)
H (4.356, -0.446, 0.941)
C (-0.681, -0.218, 3.528)
H (-0.302, -0.220, 4.563)
H (-1.073, -1.219, 3.335)
H (-1.517, 0.483, 3.493)
C (1.290, -2.255, 2.085)
H (1.594, -2.769, 1.166)
H (0.308, -2.639, 2.374)
H (2.001, -2.559, 2.874)
C (-0.484, 5.505, -1.115)
H (-0.131, 6.527, -0.925)
C (-1.109, 5.147, -2.326)
H (-1.174, 5.904, -3.119)
C (-1.637, 3.863, -2.466)
H (-2.225, 3.613, -3.329)
C (-1.455, 2.931, -1.468)
H (-1.865, 1.920, -1.521)
C (-0.787, 3.379, -0.311)
C (-0.499, 2.469, 0.799)
H (-1.429, 2.084, 1.241)
C (-2.018, -0.858, -0.565)
C (-4.173, -0.722, -0.379)
H (-5.033, -0.137, -0.083)
C (-3.826, -1.935, 0.296)
H (-4.473, -2.714, 0.623)
N (-2.443, -2.008, 0.239)
C (-1.700, -3.171, 0.594)
C (-2.154, -3.914, 1.704)
C (-1.672, -5.210, 1.903)
H (-2.071, -5.778, 2.738)
C (-0.708, -5.787, 1.087)
C (-0.243, -7.171, 1.395)
H (0.819, -7.315, 1.197)
H (-0.785, -7.927, 0.820)
H (-0.420, -7.401, 2.447)
C (-0.252, -5.044, -0.007)
H (0.495, -5.492, -0.661)
C (-0.761, -3.767, -0.302)
C (-0.377, -3.059, -1.565)
H (-1.190, -2.383, -1.870)
H (-0.186, -3.750, -2.400)
H (0.524, -2.441, -1.421)
C (-3.155, -3.306, 2.628)
H (-4.164, -3.274, 2.198)
H (-2.855, -2.284, 2.905)
H (-3.262, -3.922, 3.526)
S (0.365, 0.306, -1.795)
C (1.279, 1.602, -2.540)
N (1.600, 2.742, -1.913)
C (2.204, 3.873, -2.601)
C (1.744, 3.914, -4.041)
C (1.973, 2.577, -4.715)
N (1.712, 1.458, -3.805)
H (1.274, 2.861, -0.961)
H (3.290, 3.730, -2.549)
H (1.942, 4.789, -2.060)
H (2.307, 4.692, -4.562)
H (0.685, 4.195, -4.098)
H (3.012, 2.508, -5.057)
H (1.318, 2.455, -5.584)
H (1.546, 0.543, -4.212)

Forces on atoms 1 to 6 (eV/Å):
0.14 -0.41 0.34
-0.36 0.81 -0.79
2.83 5.35 2.19
-0.06 1.03 0.24
1.88 -0.34 0.05
0.72 -0.80 -0.01

***

- What is the formula in the first record?
  C32H41IrN2O3Sb2Te

***

- Number 2 is which compound?
  C32H41N5RuS

***

- Which of these has the highest 2S+1?
  C32H41N5RuS